Run one
ORCA calculation (ωB97M-V with the def2-TZVPD basis set) on a 2-piece molecular cluster, C3H3NS overall.

CARTESIAN COORDINATES (ANGSTROEM)
C  -0.98769  -2.13249  0.92247
C  -0.18804  -1.54157  0.25527
C  1.09139  0.77252  -0.24778
N  0.04800  1.43264  -0.53941
S  2.61951  0.85727  -0.32274
H  -1.78248  -2.76753  1.29358
H  -0.88021  0.92495  -0.39190
H  0.07952  2.45422  -0.96950

The gap between HOMO and LUMO (spin up / spin down) is 7.09 / 7.07 eV. The highest occupied orbital energy (spin up / spin down) comes out at -8.85 / -8.84 eV.

In the Löwdin picture, each atom carries the following charge in e: atom 1 (C): -0.1811, atom 2 (C): -0.1643, atom 3 (C): -0.8354, atom 4 (N): 0.0337, atom 5 (S): 0.8347, atom 6 (H): -0.0193, atom 7 (H): 0.1356, atom 8 (H): 0.1962

=====

Run two
ORCA calculation (ωB97M-V with the def2-TZVPD basis set) on one molecule with the formula C3H3NS.

CARTESIAN COORDINATES (ANGSTROEM)
N  2.25527  -0.78406  -0.48837
C  1.32456  -0.57524  0.11462
C  0.02996  -0.34061  0.54281
C  -0.69575  0.53506  -0.40895
S  -1.24693  -1.11827  -0.25184
H  0.01138  -0.09827  1.65204
H  -1.42061  1.24936  0.09883
H  -0.25787  1.13202  -1.25913

The gap between HOMO and LUMO is 10.36 eV. Its SMILES is N#C[C@H]1CS1. The highest occupied orbital energy comes out at -9.69 eV.

In the Löwdin picture, each atom carries the following charge in e: atom 1 (N): 0.1806, atom 2 (C): -0.3047, atom 3 (C): -0.7208, atom 4 (C): -0.4421, atom 5 (S): 0.9335, atom 6 (H): 0.1464, atom 7 (H): 0.0897, atom 8 (H): 0.1174

=====

Run three
ORCA calculation (ωB97M-V with the def2-TZVPD basis set) on C3H3NS as an isolated structure.

CARTESIAN COORDINATES (ANGSTROEM)
C  0.99624  0.16676  0.58163
C  -0.48054  0.05896  0.62777
C  -0.33100  -0.15780  -0.84873
N  1.11211  0.06154  -0.73180
S  -1.67446  0.36600  1.74671
H  1.87461  0.14093  1.32471
H  -0.48432  -1.12288  -1.11171
H  -1.01264  0.48648  -1.58858

The gap between HOMO and LUMO is 7.97 eV. The highest occupied orbital energy comes out at -9.26 eV.

In the Löwdin picture, each atom carries the following charge in e: atom 1 (C): -0.1480, atom 2 (C): -0.7411, atom 3 (C): -0.2479, atom 4 (N): 0.0946, atom 5 (S): 0.6812, atom 6 (H): 0.1356, atom 7 (H): 0.0642, atom 8 (H): 0.1614

=====

Each structure's energy above the most stable one, in kJ/mol: run one 430.5; run two 0.0; run three 99.6.

=====

Run one
ORCA calculation (ωB97M-V with the def2-TZVPD basis set) on one molecule with the formula CH3N3O2S.

CARTESIAN COORDINATES (ANGSTROEM)
C  -0.24448  0.66869  -0.51692
N  -1.03292  1.57523  -0.53902
N  -0.20088  -0.40162  2.11901
N  0.48769  -0.30226  -0.45350
O  1.78908  -1.65591  1.28883
O  1.95903  0.76202  1.49192
S  1.13668  -0.37965  1.55005
H  -0.33229  0.65582  2.23066
H  -1.27280  2.15495  -1.35035
H  1.21987  -0.60414  -0.96926

The gap between HOMO and LUMO is 10.76 eV. The highest occupied orbital energy comes out at -11.01 eV.

In the Löwdin picture, each atom carries the following charge in e: atom 1 (C): -0.3138, atom 2 (N): 0.2096, atom 3 (N): -0.1746, atom 4 (N): 0.1021, atom 5 (O): -0.3115, atom 6 (O): -0.2860, atom 7 (S): 0.5063, atom 8 (H): 0.0694, atom 9 (H): 0.1166, atom 10 (H): 0.0820

=====

Run two
ORCA calculation (ωB97M-V with the def2-TZVPD basis set) on one molecule with the formula CH3N3O2S.

CARTESIAN COORDINATES (ANGSTROEM)
H  -1.22790  0.67292  1.26864
N  -0.33714  1.15116  0.82766
C  0.19703  0.42879  -0.21292
S  -0.40120  -1.08941  -0.80764
N  1.14899  1.07788  -0.88554
N  1.91473  2.13096  -0.30724
O  2.28233  2.01144  0.82342
O  2.13462  3.04346  -1.08066
H  -0.93357  -1.55101  0.24236
H  1.54860  0.80961  -1.76899

The gap between HOMO and LUMO is 9.47 eV. Its SMILES is [H]/N=C(\S)N[N+](=O)[O-]. The highest occupied orbital energy comes out at -9.63 eV.

In the Löwdin picture, each atom carries the following charge in e: atom 1 (H): 0.0757, atom 2 (N): 0.0454, atom 3 (C): -0.8073, atom 4 (S): 0.8498, atom 5 (N): 0.0533, atom 6 (N): -0.4049, atom 7 (O): 0.1197, atom 8 (O): 0.0902, atom 9 (H): -0.1732, atom 10 (H): 0.1515

=====

Run three
ORCA calculation (ωB97M-V with the def2-TZVPD basis set) on one molecule with the formula CH3N3O2S.

CARTESIAN COORDINATES (ANGSTROEM)
C  0.21253  1.25738  -0.73185
N  -0.40208  1.99140  0.08528
N  -1.42559  -0.77368  0.91463
N  0.37050  -0.04668  -0.84131
O  0.20074  -2.36888  0.04682
O  0.96244  -0.52259  1.62461
S  0.06007  -1.07240  0.62020
H  -1.72394  0.14515  1.13844
H  0.81584  1.99358  -1.37320
H  0.92948  -0.60327  -1.48362

The gap between HOMO and LUMO (spin up / spin down) is 9.44 / 6.44 eV. The highest occupied orbital energy (spin up / spin down) comes out at -10.32 / -10.21 eV.

In the Löwdin picture, each atom carries the following charge in e: atom 1 (C): -0.4643, atom 2 (N): 0.1473, atom 3 (N): 0.0593, atom 4 (N): -0.0515, atom 5 (O): -0.2774, atom 6 (O): -0.2585, atom 7 (S): 0.5381, atom 8 (H): 0.0377, atom 9 (H): 0.1472, atom 10 (H): 0.1221

=====

Each structure's energy above the most stable one, in kJ/mol: run one 0.0; run two 144.8; run three 198.3.